Arrangement a

DFT (wB97M-V/def2-TZVPD) results for a 2-piece molecular cluster, C4H6N2S overall.

Computed properties:
* E_HOMO: -0.3134 Eh
* Kohn-Sham gap: 0.2940 hartree
* SMILES: C=CN=C=N.C=S

Geometry as XYZ:
```
13
C4H6N2S wB97M-V/def2-TZVPD
C 1.83563 0.60754 0.57911
C 0.70362 1.33584 0.71126
N -0.47336 0.76802 0.82256
C -1.62736 0.55224 0.88808
N -2.77568 0.36695 1.17972
H 2.78509 1.02150 0.74727
H 1.79165 -0.37820 0.28328
H 0.61345 2.39443 1.01176
H -3.15056 -0.51396 1.09608
C 0.16576 -1.50649 -1.80257
S -1.42917 -1.56439 -1.93381
H 0.79249 -1.16340 -2.60150
H 0.76843 -1.92007 -0.98124
```

***

Arrangement b

DFT (wB97M-V/def2-TZVPD) results for one molecule with the formula C4H6N2S.

Computed properties:
* E_HOMO: -0.3118 Eh
* Kohn-Sham gap: 0.3201 hartree
* SMILES: C=CS/C=N\N=C

Geometry as XYZ:
```
13
C4H6N2S wB97M-V/def2-TZVPD
C 1.55858 0.08061 3.24395
C 1.24281 -0.34296 1.97558
S 0.47275 0.38229 0.57564
C -0.03960 -0.84272 -0.38194
N -0.64532 -0.74035 -1.52358
N -1.14205 0.60492 -1.80951
C -2.02834 0.52194 -2.88001
H 1.39198 1.19081 3.53967
H 1.76417 -0.64237 3.99309
H 1.51576 -1.35757 1.41367
H 0.31586 -1.88347 -0.10638
H -2.52040 1.43429 -3.00325
H -1.92053 -0.41153 -3.46097
```

***

Relative energies, in eV, with the most stable structure set to zero: arrangement a 0.000; arrangement b 1.157.

***

Arrangement a

DFT (wB97M-V/def2-TZVPD) results for one molecule with the formula C4H6N2S.

Computed properties:
* E_HOMO (spin up / spin down): -0.3003 / -0.2867 Eh
* Kohn-Sham gap (spin up / spin down): 0.2764 / 0.2707 hartree

Geometry as XYZ:
```
13
C4H6N2S wB97M-V/def2-TZVPD
C 1.79560 -0.21998 0.12744
C -1.01858 -0.67066 0.09266
C -1.87213 -1.60564 -0.00940
C 1.01209 0.92714 -0.63100
N 1.40131 -1.31419 0.61739
N -1.12806 1.78958 1.11190
S -0.78380 0.97845 -0.22940
H 2.88951 -0.11917 -0.00455
H -2.98348 -1.40550 -0.25673
H -1.65290 -2.71277 0.13144
H 1.32386 1.87416 -0.26371
H 0.88767 0.79748 -1.69754
H -0.76310 2.66549 1.46109
```

***

Arrangement b

DFT (wB97M-V/def2-TZVPD) results for a 2-piece molecular cluster, C4H6N2S overall.

Computed properties:
* E_HOMO: -0.2776 Eh
* Kohn-Sham gap: 0.2385 hartree
* SMILES: N=C=C=S.C=NC

Geometry as XYZ:
```
13
C4H6N2S wB97M-V/def2-TZVPD
N 0.71355 2.05691 -2.04410
C -0.06680 1.73551 -1.16530
C -1.09690 1.35808 -0.48320
S -2.53225 0.99876 0.13971
H 1.54351 2.56425 -1.71176
C 1.37560 -0.49043 0.19783
N 0.15151 -0.44790 0.54357
C -0.79643 -1.49110 1.02352
H 1.75070 0.48142 -0.11215
H 2.08423 -1.41452 0.22458
H -0.36881 -2.28794 1.58649
H -1.55100 -0.97899 1.58688
H -1.20692 -2.08406 0.21393
```

***

Relative energies, in eV, with the most stable structure set to zero: arrangement a 2.868; arrangement b 0.000.

***

Arrangement a

DFT (wB97M-V/def2-TZVPD) results for one molecule with the formula C4H6N2S.

Computed properties:
* E_HOMO: -0.3080 Eh
* Kohn-Sham gap: 0.3203 hartree
* SMILES: SC/N=C/N1C=C1

Geometry as XYZ:
```
13
C4H6N2S wB97M-V/def2-TZVPD
S -0.85204 -2.24366 2.28085
C -1.24984 -1.51139 0.58186
N -0.91686 -0.16157 0.43203
C 0.10147 0.26894 -0.19801
N 0.67158 1.50673 -0.02304
C 0.30489 2.79980 -0.45047
C 1.38779 2.43655 -1.06102
H -0.11375 -1.19580 2.69388
H -2.29229 -1.79654 0.59042
H -0.78086 -2.15945 -0.33098
H 0.74727 -0.53697 -0.82031
H -0.42583 3.56035 -0.14483
H 1.74610 2.25008 -2.04450
```

***

Arrangement b

DFT (wB97M-V/def2-TZVPD) results for C4H6N2S as an isolated structure.

Computed properties:
* E_HOMO: -0.2985 Eh
* Kohn-Sham gap: 0.2904 hartree

Geometry as XYZ:
```
13
C4H6N2S wB97M-V/def2-TZVPD
C -0.34225 -0.65739 0.11220
C 2.21194 -0.06373 -0.02489
C 1.22721 1.12779 -0.16397
C -0.09325 0.67941 0.25264
H -2.93166 -0.06148 1.04650
H -3.57628 -0.88478 -0.68938
H 2.88744 -0.11187 0.87777
H 2.98829 -0.33356 -0.71611
H 1.57646 2.15098 -0.59219
H -1.04484 1.23765 0.13467
N -2.56874 -0.22790 -0.15881
N -1.55349 -1.15162 -0.05800
S 1.21916 -1.70350 -0.02043
```

***

Relative energies, in eV, with the most stable structure set to zero: arrangement a 0.420; arrangement b 0.000.

***

Arrangement a

DFT (wB97M-V/def2-TZVPD) results for one molecule with the formula C4H5NS.

Computed properties:
* E_HOMO: -0.3033 Eh
* Kohn-Sham gap: 0.3239 hartree
* SMILES: S=C1CC=CN1

Geometry as XYZ:
```
11
C4H5NS wB97M-V/def2-TZVPD
S 2.76122 -0.11562 0.00725
C 1.22390 -0.01907 0.01992
C 0.16057 1.10862 0.06311
C -1.22103 0.41157 0.05273
C -0.94181 -0.89394 0.06802
N 0.37157 -1.10893 0.17344
H 0.57684 1.83800 0.92327
H 0.27913 1.66684 -0.77311
H -2.16518 0.96832 -0.12967
H -1.73939 -1.71927 -0.46578
H 0.69419 -2.13652 0.06081
```

***

Arrangement b

DFT (wB97M-V/def2-TZVPD) results for a 2-piece molecular cluster, C4H5NS overall.

Computed properties:
* E_HOMO: -0.3600 Eh
* Kohn-Sham gap: 0.3350 hartree

Geometry as XYZ:
```
11
C4H5NS wB97M-V/def2-TZVPD
C -0.98940 1.09865 -0.64590
C 0.12049 0.74885 -0.13176
C -2.45684 -0.47400 -0.09974
C 0.40931 -0.48122 0.61219
N -3.24964 -1.32349 0.09029
S 1.28336 -1.76956 -0.28596
H 1.07441 1.23784 -0.26354
H -1.57576 1.99855 -1.07388
H -0.60358 -0.86102 0.84684
H 0.77388 -0.06039 1.53221
H 0.13891 -2.02756 -0.87856
```

***

Relative energies, in eV, with the most stable structure set to zero: arrangement a 0.000; arrangement b 2.674.

***

Arrangement a

DFT (wB97M-V/def2-TZVPD) results for one molecule with the formula C4H5NS.

Computed properties:
* E_HOMO: -0.3135 Eh
* Kohn-Sham gap: 0.3418 hartree
* SMILES: C#CN1C[C@H]1S

Geometry as XYZ:
```
11
C4H5NS wB97M-V/def2-TZVPD
C 2.31958 0.34403 1.53528
C 1.38157 -0.06024 0.90149
N 0.41156 -0.50155 0.12713
C -0.96323 -0.83933 0.31822
C -0.49346 -0.12508 -0.91282
S -0.54685 1.64206 -1.51130
H 3.26440 0.59092 1.85621
H -1.56252 -0.10312 1.00544
H -1.44692 -1.83067 0.29536
H -0.50313 -0.82912 -1.88342
H -1.86100 1.71210 -1.73159
```

***

Arrangement b

DFT (wB97M-V/def2-TZVPD) results for one molecule with the formula C4H5NS.

Computed properties:
* E_HOMO: -0.3509 Eh
* Kohn-Sham gap: 0.3607 hartree
* SMILES: C=C(C#N)CS

Geometry as XYZ:
```
11
C4H5NS wB97M-V/def2-TZVPD
C 1.24218 0.09763 1.14740
C 0.33508 -0.23681 0.22651
C 0.74723 -1.00070 -0.90896
N 1.21032 -1.57428 -1.79317
C -1.02948 0.38275 0.28049
S -1.54512 0.99227 -1.35629
H 0.88796 0.77189 1.93511
H 2.31077 -0.15790 0.97532
H -1.72368 -0.39506 0.68931
H -1.03948 1.30223 0.84682
H -1.39577 -0.18201 -2.04254
```

***

Arrangement c

DFT (wB97M-V/def2-TZVPD) results for one molecule with the formula C4H5NS.

Computed properties:
* E_HOMO: -0.3160 Eh
* Kohn-Sham gap: 0.3270 hartree
* SMILES: CC#C/C=N/S

Geometry as XYZ:
```
11
C4H5NS wB97M-V/def2-TZVPD
C 1.56593 -2.27937 -0.25011
C 0.55242 -1.12456 -0.24957
C -0.21501 -0.18216 -0.06627
C -1.08167 0.90386 0.08676
N -0.75738 2.12799 0.36166
S -1.92509 3.33899 0.10724
H 1.18074 -3.23047 -0.60461
H 1.53917 -2.46896 0.98241
H 2.51130 -1.99721 -0.86667
H -2.07291 0.63260 -0.56853
H -1.29750 4.27928 1.06768
```

***

Relative energies, in eV, with the most stable structure set to zero: arrangement a 3.286; arrangement b 0.000; arrangement c 2.817.

***

Arrangement a

DFT (wB97M-V/def2-TZVPD) results for a 2-piece molecular cluster, C3H10S3 overall.

Computed properties:
* E_HOMO: -0.3271 Eh
* Kohn-Sham gap: 0.3443 hartree
* SMILES: CCS.CSS

Geometry as XYZ:
```
16
C3H10S3 wB97M-V/def2-TZVPD
C 0.74192 0.22386 -2.17261
C 1.63437 -0.84534 -1.54707
S 2.96769 -0.03330 -0.63106
H 1.18554 0.68984 -3.04920
H -0.12508 -0.33834 -2.49240
H 0.41180 1.00175 -1.49050
H 2.02947 -1.51484 -2.30565
H 1.04086 -1.47654 -0.88124
H 3.82517 -1.05584 -0.73966
C -1.21071 -0.29805 2.70340
S -1.08143 0.81151 1.27460
S -2.40943 -0.14608 -0.02049
H -1.00883 -1.28687 2.29432
H -0.41320 -0.05057 3.40180
H -2.16156 -0.26365 3.22811
H -1.63927 -1.20020 -0.33195
```

***

Arrangement b

DFT (wB97M-V/def2-TZVPD) results for a 2-piece molecular cluster, C3H10S3 overall.

Computed properties:
* E_HOMO: -0.3179 Eh
* Kohn-Sham gap: 0.3366 hartree
* SMILES: CCS.CSS

Geometry as XYZ:
```
16
C3H10S3 wB97M-V/def2-TZVPD
C 2.78371 1.81692 -1.60128
C 2.06532 1.75867 -0.28698
S 1.92389 0.01284 0.27720
H 2.34160 1.13175 -2.32437
H 3.79830 1.42419 -1.50039
H 2.71746 2.81620 -2.02492
H 2.51674 2.35054 0.49904
H 1.00463 1.98634 -0.35429
H 0.93973 -0.05259 1.17419
C -3.44067 -2.58321 1.31320
S -1.72607 -2.20676 0.89375
S -1.87656 -0.18256 0.52699
H -3.71313 -2.06315 2.22107
H -3.50042 -3.65655 1.51107
H -4.09983 -2.34765 0.48149
H -1.73469 -0.20499 -0.80578
```

***

Relative energies, in eV, with the most stable structure set to zero: arrangement a 0.000; arrangement b 0.138.

***

Arrangement a

DFT (wB97M-V/def2-TZVPD) results for a 2-piece molecular cluster, C3H6O2 overall.

Computed properties:
* E_HOMO: -0.3358 Eh
* Kohn-Sham gap: 0.3666 hartree
* SMILES: C=C1CO1.O

Geometry as XYZ:
```
11
C3H6O2 wB97M-V/def2-TZVPD
C 1.72093 1.00438 -0.19431
C 0.96370 -0.04989 -0.03647
C 0.33219 -1.13361 0.65813
O 0.23878 -0.92036 -0.75656
H 1.86155 1.43609 -1.16725
H 2.21044 1.46307 0.64350
H 0.91240 -2.00443 0.94521
H -0.58673 -0.96321 1.20313
O -2.33363 0.20111 -0.18691
H -2.06225 0.94515 -0.72689
H -3.25738 0.02171 -0.38158
```

***

Arrangement b

DFT (wB97M-V/def2-TZVPD) results for one molecule with the formula C3H6O2.

Computed properties:
* E_HOMO: -0.3306 Eh
* Kohn-Sham gap: 0.3727 hartree
* SMILES: C=COOC

Geometry as XYZ:
```
11
C3H6O2 wB97M-V/def2-TZVPD
C 1.21812 -1.48994 0.00962
C 1.30537 -0.47726 -0.85130
O 0.56667 0.69833 -0.64967
O -0.69132 0.19331 -0.19992
C -1.38813 1.13020 0.58546
H 1.62964 -2.46646 -0.21139
H 0.63001 -1.37364 0.91831
H 1.84212 -0.51453 -1.80575
H -2.26463 0.54265 0.88386
H -0.86285 1.44300 1.49650
H -1.72598 1.98951 -0.00188
```

***

Arrangement c

DFT (wB97M-V/def2-TZVPD) results for one molecule with the formula C3H6O2.

Computed properties:
* E_HOMO: -0.3846 Eh
* Kohn-Sham gap: 0.4211 hartree
* SMILES: CCOC=O

Geometry as XYZ:
```
11
C3H6O2 wB97M-V/def2-TZVPD
C 0.79079 1.19423 -0.61852
C -0.49194 0.22399 -0.30934
O -0.25280 -0.33364 0.97870
C -0.47021 -1.62959 1.11196
O -0.92550 -2.24434 0.18955
H 1.61248 0.51202 -0.79319
H 0.65140 1.82054 -1.52137
H 1.05471 1.85220 0.23417
H -0.68459 -0.44958 -1.16293
H -1.04735 1.14436 -0.19750
H -0.23698 -2.09020 2.08847
```

***

Relative energies, in eV, with the most stable structure set to zero: arrangement a 1.363; arrangement b 3.166; arrangement c 0.000.